Record 1
{"formula": "C35H33Cl2MnN6P2Se2", "method": "ωB97M-V with the def2-TZVPD basis set", "homo_energy_ha": [-0.075, -0.098], "charge": -1, "e_tot_ev": -251405.342, "multiplicity": 6, "s_squared": 8.777, "homo_lumo_gap_ev": [4.08, 4.70], "mol_weight_da": 883.4, "e_lumo_ev": [2.04, 2.04], "species": ["C", "H", "H", "H", "H", "Mn", "C", "H", "N", "H", "H", "C", "N", "H", "C", "C", "H", "C", "H", "H", "H", "C", "P", "C", "P", "C", "H", "H", "H", "C", "H", "C", "C", "C", "H", "C", "C", "H", "H", "N", "C", "H", "Cl", "C", "C", "Se", "C", "H", "H", "C", "C", "H", "H", "C", "H", "N", "C", "C", "H", "H", "C", "C", "H", "C", "H", "N", "H", "Cl", "H", "Se", "N", "C", "C", "C", "H", "H", "C", "C", "C", "C", "C"], "positions_angstrom": [[-2.80025, 0.14546, -1.31787], [2.46696, 3.35613, 3.32799], [-2.29322, -0.43458, -3.28919], [-0.46209, -1.57902, -2.94149], [2.49671, -5.55885, 3.63971], [1.49154, -3.09023, -1.30331], [-3.21817, 4.74508, -0.01131], [2.04760, -1.41859, -3.30410], [-0.24484, -1.03843, -1.01207], [0.74881, -5.13596, -2.64492], [0.33745, -0.20052, 2.79816], [-4.85611, -0.77671, -0.42514], [1.36721, -0.91708, 0.50315], [0.00978, 6.50375, 1.03960], [2.45366, -5.38387, 1.50739], [1.89152, 3.74046, -0.86544], [0.60240, 6.82720, -1.42099], [-0.58955, -3.23488, -4.29361], [0.56928, 4.45652, 2.20279], [2.53407, 3.03503, -1.31480], [0.90215, 1.24700, 6.79462], [-0.18053, 0.26687, -0.64118], [-1.44175, 1.33830, -1.35118], [4.35071, -4.10331, 0.45687], [1.56770, 1.71507, 1.12925], [0.82052, 5.90248, -0.88663], [0.09871, -3.61351, -5.03379], [-5.60585, -0.83231, 0.39927], [2.02301, -2.97361, -3.87327], [0.46820, 5.69749, 0.45356], [-2.44009, 3.41098, 3.02464], [-3.19294, 4.59374, 1.34828], [0.93443, 1.36295, 5.71052], [-4.95907, -1.52262, -1.56204], [-0.36916, -0.35908, 5.15955], [1.85974, 2.58415, 3.77983], [4.80095, -3.82404, 1.70913], [-3.80782, 5.55827, -0.43179], [-4.23581, -2.04794, -3.55391], [0.06820, -4.54020, -2.18458], [0.75838, 4.50500, 1.10176], [0.16668, -1.20243, -4.55182], [1.09934, -6.37041, 1.12929], [4.12421, -4.30263, 2.87204], [-4.03718, -1.47278, -2.61373], [3.72496, 1.28795, 1.03646], [0.53113, 0.63550, 3.48682], [-1.72634, -3.60409, -2.43760], [-3.52403, 0.55618, 0.66877], [1.63964, 4.96122, -1.49870], [-3.73953, 0.08567, -0.27376], [-0.28679, -5.16497, -1.46671], [-1.57713, 1.65139, 1.53753], [1.34415, 3.43310, 0.39987], [2.27523, 3.09887, 5.78602], [1.51803, -2.31637, -3.27805], [0.82129, 0.32477, 0.36162], [-1.02670, -4.13328, -3.09079], [1.99162, 5.26978, -2.51848], [-3.67273, 5.31333, 1.99719], [-2.01746, 2.68666, -0.33527], [1.20005, 1.72187, 2.89628], [-2.57093, 4.06676, -1.90007], [0.15464, -1.99483, -3.79242], [5.61775, -3.16563, 1.93237], [0.73276, -1.72903, -0.36871], [4.48913, -4.05903, 3.82980], [5.04763, -3.53893, -1.01504], [-1.54568, -5.01221, -3.45892], [-0.61571, 1.89748, -3.24639], [2.29301, -4.45632, -0.73788], [-2.61843, 3.80966, -0.85505], [1.74311, 2.40430, 5.17528], [-1.96937, 2.52723, 1.07741], [-1.51397, -2.91538, -4.86600], [-5.83167, -2.20579, -1.67851], [-2.96155, -0.60864, -2.47357], [2.99937, -5.16262, 2.76310], [2.98326, -4.68018, 0.31229], [-2.53511, 3.47629, 1.93524], [0.30087, 0.48094, 4.83663]], "lowdin_spin": [0.00, 0.00, 0.00, 0.00, 0.00, 4.21, 0.00, 0.01, 0.05, 0.01, 0.00, 0.00, 0.06, 0.00, 0.03, 0.00, 0.00, 0.00, 0.00, 0.00, 0.00, 0.02, 0.00, 0.04, 0.00, 0.00, 0.00, 0.00, 0.01, 0.00, 0.00, 0.00, 0.00, 0.00, 0.00, 0.00, 0.00, 0.00, 0.00, 0.06, 0.00, 0.00, 0.01, 0.04, 0.00, 0.00, 0.00, 0.00, 0.00, 0.00, 0.00, 0.00, 0.00, 0.00, 0.00, 0.06, 0.02, 0.01, 0.00, 0.00, 0.00, 0.00, 0.00, 0.01, 0.00, 0.06, 0.00, 0.02, 0.00, 0.00, 0.16, 0.00, 0.00, 0.00, 0.00, 0.00, 0.00, 0.00, 0.08, 0.00, 0.00]}


Record 2
{"formula": "C35H33FN4O3PtS2", "method": "ωB97M-V with the def2-TZVPD basis set", "homo_energy_ha": -0.262, "e_tot_ev": -76568.630, "homo_lumo_gap_ev": 6.85, "mol_weight_da": 835.9, "e_lumo_ev": -0.28, "species": ["C", "H", "C", "H", "C", "H", "H", "C", "C", "H", "C", "H", "C", "C", "N", "C", "C", "C", "C", "H", "H", "C", "O", "H", "C", "H", "O", "C", "C", "C", "H", "F", "Pt", "C", "O", "H", "H", "H", "S", "H", "H", "N", "C", "C", "C", "H", "C", "C", "H", "C", "H", "H", "H", "C", "H", "C", "H", "C", "C", "C", "C", "H", "H", "H", "H", "C", "H", "H", "C", "H", "H", "C", "H", "S", "C", "N", "N", "C", "H"], "positions_angstrom": [[-4.33636, 2.64209, 6.51500], [-0.69521, 1.07367, 1.81564], [1.04864, -3.98749, -2.48826], [-1.35307, 3.67440, -0.73915], [-0.77220, -2.12042, 2.49474], [-0.81876, -6.82933, -2.48697], [-5.26261, 3.20399, 6.47665], [0.03179, 2.20662, -0.09934], [1.89474, 2.92724, 1.16483], [0.68531, -7.27641, -4.41509], [3.88222, 0.02708, 1.71496], [-2.09364, 1.18416, 3.81705], [2.97062, 1.13725, -1.86162], [3.33252, -0.39310, 3.07257], [1.68673, 0.55358, 0.69099], [-1.98668, 1.29490, 6.65141], [1.74285, -5.42237, -4.24401], [1.20690, 1.84768, 0.57594], [-1.73384, 0.22374, 3.47965], [3.60373, -2.52364, 2.76811], [2.72979, 3.24507, -1.31842], [1.89117, -4.22314, -3.55750], [-2.18729, -4.07228, -1.07326], [2.82242, 2.71403, 1.67870], [-0.43939, 3.50001, -0.18568], [5.62200, 0.92084, -1.63135], [1.70448, -1.79996, -1.54307], [2.33874, 0.57367, 3.71424], [5.89750, 0.29369, 0.38957], [1.44320, 4.23149, 1.08063], [2.40286, -2.12266, 4.00556], [-0.69909, 1.24390, -0.72475], [0.68419, -1.12285, 0.21207], [0.97712, -2.82701, -1.58077], [-0.54806, -5.08260, 0.46244], [6.97662, 0.24923, 0.31345], [3.43713, -0.72123, -2.89596], [2.77691, 1.56634, 3.82839], [-0.82345, -4.30865, -0.71413], [4.41719, 0.65679, -3.42348], [2.52276, 2.90072, -3.03919], [-3.28020, 3.28009, 7.00612], [0.26708, 4.53429, 0.40721], [-2.02968, -0.95132, 4.15797], [3.42223, 0.34897, -3.09523], [2.73520, 0.53643, -3.92312], [2.80400, -1.82944, 3.03182], [-4.29919, 1.33056, 6.05663], [4.20322, -0.40840, 3.73516], [-1.53688, -2.14682, 3.63611], [2.63629, -3.49242, -3.84192], [1.91901, 0.90234, -1.69476], [2.02029, 5.01962, 1.54759], [-0.95111, 0.16946, 2.34481], [-5.18446, 0.85957, 5.65212], [0.09245, -4.91876, -2.11395], [-1.03273, 0.79109, 6.73301], [-2.13096, 2.60954, 7.06526], [3.11219, 0.43014, 0.60655], [5.26713, -0.03418, 1.57576], [-0.06789, -6.11050, -2.78503], [-1.28205, 3.14759, 7.47115], [5.86174, -0.33898, 2.42964], [-0.09155, 5.55181, 0.33766], [1.43256, 0.67510, 3.12350], [-3.09671, 0.64628, 6.12650], [2.01873, -1.93990, 2.28427], [2.38526, -5.63927, -5.08676], [3.09414, 2.63825, -2.14603], [4.13917, 2.90373, -2.32685], [-0.37608, -3.03274, 2.06996], [0.77888, -6.35058, -3.86326], [-1.73641, -3.09529, 4.11552], [-3.01212, -1.05143, 5.61125], [5.13295, 0.67246, -0.69755], [0.02566, -2.90206, -0.65648], [-0.46831, -0.97691, 1.85534], [3.74631, 0.73581, -0.61678], [2.06903, 0.21155, 4.70998]], "mulliken_charge": [-0.35, 0.14, -0.17, 0.50, -0.36, 0.45, 0.36, 0.19, -0.80, 0.39, 0.62, 0.52, 1.45, 0.70, 0.86, -0.05, -0.63, 1.15, -0.68, 0.37, 0.22, -0.44, -0.65, 0.38, -0.58, 0.35, -0.40, -1.56, -1.51, -0.76, 0.43, -0.36, 0.30, 0.70, -0.64, 0.37, 0.49, 0.30, 0.96, 0.40, 0.42, -0.59, -0.73, 1.03, -2.04, 0.43, -1.30, -0.11, 0.59, -1.24, 0.53, -0.05, 0.42, -0.46, 0.41, 0.09, 0.41, -0.32, -1.43, -1.06, -0.58, 0.38, 0.41, 0.39, 0.20, 0.11, 0.04, 0.41, -1.45, 0.34, 0.64, -0.50, 0.46, -0.26, -0.38, 0.24, 0.15, 1.15, 0.58]}


Record 3
{"formula": "C35H33FeN8O6SSbSe", "method": "ωB97M-V with the def2-TZVPD basis set", "homo_energy_ha": [-0.276, -0.279], "e_tot_ev": -178135.133, "multiplicity": 5, "s_squared": 6.088, "homo_lumo_gap_ev": [5.89, 5.92], "mol_weight_da": 950.3, "e_lumo_ev": [-1.63, -1.66], "species": ["H", "H", "C", "C", "H", "H", "N", "C", "C", "C", "C", "C", "Se", "C", "H", "C", "C", "H", "H", "H", "O", "H", "N", "H", "H", "H", "H", "H", "H", "C", "C", "C", "H", "S", "C", "H", "O", "H", "H", "H", "H", "Sb", "C", "C", "C", "O", "H", "C", "C", "H", "O", "C", "C", "N", "C", "N", "C", "H", "H", "C", "Fe", "H", "C", "N", "H", "C", "H", "H", "C", "C", "H", "O", "C", "N", "H", "C", "C", "N", "O", "H", "N", "H", "C", "C", "C", "C"], "positions_angstrom": [[-2.40758, 0.32393, 2.99461], [0.51688, 0.52888, 6.78552], [-2.42061, 3.11299, 0.25301], [-2.88683, 0.76460, -1.84611], [1.90492, -3.48756, -2.24534], [2.08269, 0.02827, 6.13473], [-3.51920, 3.78432, -0.45619], [-3.84073, 2.65502, 0.43662], [1.20237, 0.65147, 5.94775], [1.31462, -1.39171, 1.32430], [0.53394, 0.23762, 4.66269], [-1.39757, -3.74977, -2.10318], [-3.80382, 5.46451, 0.27804], [0.16690, -3.65059, -0.27706], [-4.99141, 0.35342, -1.88536], [-1.92538, 4.05143, 1.35359], [1.34426, 1.32837, -3.41695], [2.39116, 2.12153, -5.11253], [-0.07560, 3.09650, -2.23423], [4.13570, -5.25762, 3.01818], [-4.42472, -1.18970, 0.63426], [-2.20423, -4.25445, -2.61331], [-1.79445, 1.31482, -1.48225], [3.73165, -4.12596, -0.87497], [-1.43562, 0.90986, 5.22925], [2.18291, 2.17125, 5.22340], [1.10353, 3.12058, 2.75930], [4.76476, -3.17116, 2.25042], [2.21882, -1.17721, -2.96367], [2.33705, -2.22226, 1.65242], [-1.13696, -2.37997, -2.36555], [1.26733, -0.34603, 3.64262], [-1.25316, 0.00700, -5.85628], [-3.38906, -1.86699, -0.11711], [2.13001, -2.75025, -1.46664], [3.79958, -1.80826, -2.46352], [-3.09348, -3.20830, 0.32520], [2.97652, 2.61323, -2.89811], [0.56885, -4.04336, 0.64494], [2.32256, -0.54550, 3.78598], [-5.61057, 1.48326, 0.07214], [-2.56581, -0.94852, -3.23274], [3.15378, -3.11306, 0.83689], [-0.78576, -4.32260, -0.97510], [2.79850, -1.54664, -2.11804], [-3.78468, -1.90987, -1.61355], [-0.72038, 4.58275, 3.02463], [-0.82111, 0.47627, 4.45165], [4.18200, -3.87057, 1.63683], [1.29780, 1.35999, 1.19801], [1.55588, 2.03143, 5.94043], [-1.38170, 2.44617, -0.64472], [-4.60371, 1.62861, -0.30183], [-2.53188, 5.16863, 1.52624], [0.63295, -0.66641, 2.43984], [-0.24004, 1.74480, 0.00602], [0.30354, 3.06966, 2.03273], [2.89402, -0.75876, -1.37177], [0.72840, 1.22822, -6.73646], [0.45965, 2.03127, 1.03302], [-0.43938, -0.08096, -0.80828], [-1.61957, 3.95900, -2.13768], [0.60394, 1.06696, -5.67303], [-0.64492, -0.37825, 2.23402], [2.54782, -2.30783, 2.71158], [1.52995, 1.56011, -4.77689], [2.95942, 1.08818, -2.01798], [1.82180, 2.35254, -1.58398], [-0.74184, 3.88572, 2.19652], [-1.35911, 0.15508, 3.21791], [4.86901, -4.39377, 0.96538], [3.49046, -4.78888, 2.48049], [-0.49519, 0.38044, -5.17812], [0.29918, 0.64034, -2.95563], [-4.25720, 2.91383, 1.40705], [-4.25456, 0.99099, -1.41595], [2.33024, 1.87692, -2.42273], [0.80167, -1.23310, 0.06122], [-2.13562, -1.01282, -0.10897], [-0.33475, 4.31375, -0.96131], [-0.12751, -1.78358, -1.81790], [-1.15873, -5.26608, -0.60301], [-0.64725, 0.17621, -3.81171], [3.05386, -3.38044, -0.47205], [0.75579, -2.39045, -0.83440], [-0.80498, 3.52852, -1.55730]], "lowdin_spin": [0.00, 0.00, 0.00, 0.01, 0.00, 0.00, 0.00, 0.00, 0.00, -0.01, 0.00, 0.31, 0.00, 0.27, 0.00, 0.00, 0.01, 0.00, 0.00, 0.00, 0.01, 0.01, -0.01, 0.00, 0.00, 0.00, 0.00, 0.00, 0.00, 0.04, 0.08, 0.00, 0.00, 0.01, 0.04, 0.00, 0.01, 0.00, 0.01, 0.00, 0.00, 0.00, 0.00, 0.02, 0.01, 0.02, 0.00, 0.00, 0.00, 0.00, 0.00, 0.00, 0.00, 0.00, 0.00, -0.01, 0.00, 0.00, 0.00, 0.01, 2.77, 0.00, 0.00, 0.00, 0.00, 0.00, 0.00, 0.00, 0.01, 0.00, 0.00, 0.00, 0.00, 0.07, 0.00, 0.00, 0.00, 0.02, 0.08, 0.00, 0.14, 0.00, 0.00, 0.03, 0.04, 0.00]}